Run a
Density functional theory data (the ωB97M-V functional and the def2-TZVPD basis) for one molecule with the formula CH4N2O.

Values from the calculation:
HOMO-LUMO gap, Ha: 0.3909
SMILES: [H]/N=C\NO
Net charge: 0
Highest occupied orbital energy, eV: -9.827
LUMO, eV: 0.811

Cartesian coordinates (Å):
C -0.75785 0.48201 0.03910
H 1.79430 -0.68214 0.70137
H 0.97121 1.32532 -0.54399
H -1.20661 1.49390 -0.08485
H -0.92998 -1.36354 0.01471
N 0.61130 0.63749 0.12691
N -1.50348 -0.52846 -0.01820
O 1.27043 -0.55360 -0.13535

---

Run b
Density functional theory data (the ωB97M-V functional and the def2-TZVPD basis) for a 2-piece molecular cluster, CH4N2O overall.

Values from the calculation:
HOMO-LUMO gap (alpha / beta), Ha: 0.3579 / 0.3254
Net charge: 0
Highest occupied orbital energy (alpha / beta), eV: -10.030 / -9.260
LUMO (alpha / beta), eV: -0.290 / -0.405

Cartesian coordinates (Å):
C -0.74900 -0.89328 -0.83946
N -1.05793 -0.65548 0.33003
N 1.32217 0.81424 0.56372
O -0.65935 -0.11350 1.34751
H 0.33628 -0.67754 -1.11389
H -1.39766 -1.30545 -1.54952
H 0.39843 1.19797 0.30028
H 1.80707 1.63304 0.96133

---

Stability, lowest: run b

---

Run a
Density functional theory data (the ωB97M-V functional and the def2-TZVPD basis) for one molecule with the formula CH4N2O.

Values from the calculation:
HOMO-LUMO gap, Ha: 0.3820
SMILES: NC(N)=O
Net charge: 0
Highest occupied orbital energy, eV: -9.834
LUMO, eV: 0.561

Cartesian coordinates (Å):
N -0.21375 1.13986 -0.14680
C 0.51402 0.04923 -0.15094
N -0.13091 -1.04266 0.58572
O 1.67173 -0.22359 -0.54881
H 0.25078 1.98319 -0.13530
H -1.30348 1.04616 0.10962
H -1.08553 -1.01032 0.17078
H 0.29714 -1.94186 0.11573

---

Run b
Density functional theory data (the ωB97M-V functional and the def2-TZVPD basis) for one molecule with the formula CH4N2O.

Values from the calculation:
HOMO-LUMO gap, Ha: 0.3905
SMILES: NN1CO1
Net charge: 0
Highest occupied orbital energy, eV: -9.513
LUMO, eV: 1.114

Cartesian coordinates (Å):
C -0.88398 -0.66018 0.28389
N 0.03355 0.46764 0.51252
N 1.21917 0.51939 -0.07573
O -1.18615 0.46197 -0.45191
H -0.49535 -1.45562 -0.37837
H -1.70643 -0.82283 1.01433
H 1.27777 0.02179 -0.95320
H 1.74142 1.46783 0.04847

---

Run c
Density functional theory data (the ωB97M-V functional and the def2-TZVPD basis) for a 2-piece molecular cluster, CH4N2O overall.

Values from the calculation:
HOMO-LUMO gap, Ha: 0.3685
SMILES: [H]/N=N\[H].C=O
Net charge: 0
Highest occupied orbital energy, eV: -9.612
LUMO, eV: 0.414

Cartesian coordinates (Å):
C 1.92615 -0.35608 0.14940
H 1.79789 -0.22936 1.25616
H 1.09541 -0.90465 -0.28715
H -2.11266 1.38378 0.09765
H -2.55304 -0.59867 -0.65439
N -1.26794 0.71377 0.04291
N -1.55212 -0.44924 -0.21968
O 2.66631 0.44045 -0.38489

---

Stability, lowest: run b

---

Run a
Density functional theory data (the ωB97M-V functional and the def2-TZVPD basis) for one molecule with the formula C3H2O2S3.

Values from the calculation:
HOMO-LUMO gap, Ha: 0.3098
SMILES: O=C1SCOC(=S)S1
Net charge: 0
Highest occupied orbital energy, eV: -9.047
LUMO, eV: -0.618

Cartesian coordinates (Å):
C 1.46398 -0.36182 -0.01866
C -0.28223 1.12951 0.34476
C -1.19629 -1.09456 -0.33102
H -0.23506 0.71624 1.23342
H -0.40434 2.25874 0.40561
O 0.94705 0.79187 -0.18395
O -2.08221 -1.88992 -0.68863
S 3.09065 -0.42289 -0.59532
S -1.66038 0.59052 -0.47075
S 0.35884 -1.71769 0.30455

---

Run b
Density functional theory data (the ωB97M-V functional and the def2-TZVPD basis) for one molecule with the formula C3H2O2S3.

Values from the calculation:
HOMO-LUMO gap, Ha: 0.3274
SMILES: O=C1SCOC(=S)S1
Net charge: 0
Highest occupied orbital energy, eV: -9.303
LUMO, eV: -0.394

Cartesian coordinates (Å):
C 1.50331 -0.77239 -0.06869
C 0.48579 1.63853 0.56662
C -1.25506 0.12144 -0.01094
H 0.44243 1.29995 1.59344
H 0.62570 2.71746 0.55117
O 2.31451 -1.64650 -0.20834
O -0.76649 1.36882 -0.04070
S 1.89167 0.93134 -0.31625
S -2.82598 -0.17516 -0.26890
S -0.18172 -1.23877 0.39301

---

Stability, lowest: run a

---

Run a
Density functional theory data (the ωB97M-V functional and the def2-TZVPD basis) for C17H35O5ReS4SbSi4 as an isolated structure.

Values from the calculation:
HOMO-LUMO gap (alpha / beta), Ha: 0.2225 / 0.2257
⟨S²⟩: 0.7646
Spin multiplicity: 2
Net charge: -2
Highest occupied orbital energy (alpha / beta), eV: -2.337 / -2.070
LUMO (alpha / beta), eV: 3.716 / 4.072

Cartesian coordinates (Å):
Re 0.89816 -0.21500 1.27614
O -2.00649 2.95674 1.99792
C -0.89514 2.49046 1.79250
O -0.64318 1.46946 1.08377
C 0.32737 3.27387 2.34781
C 1.40841 3.37241 1.25793
C 2.45708 4.41689 1.67923
C 3.25303 3.62588 2.73303
C 2.46419 2.30462 2.75398
O 2.10477 2.14963 1.39168
C 1.12033 2.55435 3.46620
C 0.41854 1.26172 3.99617
O -0.03220 1.31236 5.13406
O 0.38768 0.25813 3.24149
H -0.04234 4.24987 2.67377
H 1.03191 3.47794 0.23786
H 1.98397 5.31250 2.08125
H 3.07795 4.69902 0.82729
H 3.26739 4.10308 3.71108
H 4.27817 3.44884 2.40460
H 3.03214 1.43710 3.09858
H 1.24746 3.20369 4.33784
S 5.58455 -2.24370 1.76218
Sb 3.66317 -2.40147 0.55300
S 1.63914 -2.30438 2.00602
S 2.71613 -0.20554 -0.17018
S 3.74937 -3.97271 -1.08135
C 0.88643 1.23823 -2.87424
Si 0.61079 -0.66761 -2.80381
C -0.55379 -1.11141 -4.27521
C 2.31266 -1.41190 -3.29174
Si -0.38610 -1.03745 -0.60721
Si -2.35348 0.40329 -0.51658
C -3.37719 0.17264 1.08580
C -3.54170 -0.32319 -1.85237
C -2.26336 2.21712 -1.15293
Si -1.02367 -3.36225 -0.29382
C -2.32550 -3.91455 -1.59558
C 0.26434 -4.79093 -0.28397
C -1.92141 -3.37898 1.40339
H 1.53355 1.56441 -3.68392
H 1.36166 1.53715 -1.94361
H -0.05281 1.77542 -2.95151
H -0.09859 -0.86129 -5.22788
H -1.49550 -0.57966 -4.21503
H -0.77760 -2.17041 -4.28689
H 2.54116 -1.31581 -4.35205
H 2.38242 -2.46321 -3.03673
H 3.09450 -0.90182 -2.73920
H -3.90767 -0.77830 1.07007
H -4.10786 0.96495 1.22980
H -2.73084 0.17963 1.95595
H -3.81333 -1.35004 -1.64104
H -3.09795 -0.30196 -2.84114
H -4.46161 0.25401 -1.89723
H -1.29072 2.65506 -0.96572
H -2.99164 2.84610 -0.64934
H -2.45506 2.26674 -2.22219
H -1.94505 -3.79995 -2.60259
H -3.22787 -3.32352 -1.51745
H -2.60381 -4.95471 -1.46171
H 0.92523 -4.74308 -1.14536
H -0.20158 -5.77436 -0.28403
H 0.89204 -4.71806 0.59959
H -2.90814 -2.93172 1.32506
H -1.34936 -2.77706 2.10717
H -2.03315 -4.36730 1.84140

---

Run b
Density functional theory data (the ωB97M-V functional and the def2-TZVPD basis) for C17H35O5ReS4SbSi4 as an isolated structure.

Values from the calculation:
HOMO-LUMO gap (alpha / beta), Ha: 0.2094 / 0.2171
⟨S²⟩: 0.7614
Spin multiplicity: 2
Net charge: -2
Highest occupied orbital energy (alpha / beta), eV: -2.339 / -2.128
LUMO (alpha / beta), eV: 3.358 / 3.780

Cartesian coordinates (Å):
Re -0.76671 1.75209 -0.14466
O 0.11339 5.88239 0.78774
C 0.24839 4.69959 0.51174
O -0.60121 3.92679 0.02174
C 1.67679 4.08269 0.74444
C 2.11329 3.21889 -0.45196
C 3.63629 3.02369 -0.40446
C 3.76239 2.06659 0.79544
C 2.28239 1.83429 1.15284
O 1.64629 1.91109 -0.12066
C 1.73159 3.05559 1.89604
C 0.35719 2.70729 2.56794
O 0.15599 3.14419 3.69084
O -0.39911 1.89469 1.95804
H 2.36219 4.91779 0.91384
H 1.71289 3.53139 -1.41966
H 3.99239 2.55569 -1.32416
H 4.15899 3.96639 -0.25836
H 4.24389 1.13199 0.51224
H 4.30749 2.50359 1.63184
H 2.06009 0.88109 1.62744
H 2.38519 3.38919 2.70574
S -4.29511 0.56109 -3.72806
Sb -3.23381 2.24669 -2.63496
S -0.77691 1.93209 -2.48066
S -3.08591 1.86629 -0.17036
S -3.86631 4.31109 -3.35296
C 1.60169 -0.82031 -2.84566
Si -0.10931 -1.57191 -2.36386
C 0.20949 -3.46901 -2.27296
C -1.21871 -1.33681 -3.90996
Si -0.75761 -0.67021 -0.20876
Si -2.88191 -1.59911 0.50574
C -2.89131 -3.50971 0.76444
C -4.46951 -1.32381 -0.53656
C -3.17321 -0.85391 2.25194
Si 0.82019 -1.68731 1.30744
C 0.71069 -3.59061 1.53534
C 0.72849 -1.04641 3.12304
C 2.66669 -1.51211 0.74534
H 1.80699 -0.87901 -3.91216
H 2.42149 -1.30301 -2.32086
H 1.60579 0.23169 -2.57496
H 0.50609 -3.87161 -3.23686
H -0.68271 -3.99471 -1.95576
H 0.99759 -3.69861 -1.56606
H -0.76841 -1.75651 -4.80616
H -1.38141 -0.28011 -4.09616
H -2.19801 -1.78701 -3.78376
H -2.59241 -4.02831 -0.13806
H -3.88221 -3.86021 1.03494
H -2.21551 -3.81001 1.55474
H -4.40511 -1.81441 -1.50316
H -4.62831 -0.26841 -0.72606
H -5.35581 -1.69901 -0.02826
H -2.57051 -1.35071 3.00714
H -4.21041 -0.88941 2.57524
H -2.87431 0.19069 2.24034
H -0.21301 -3.88631 2.01544
H 1.52759 -3.96371 2.14634
H 0.75509 -4.09911 0.58184
H 0.00179 -1.62301 3.68994
H 0.39169 -0.01491 3.15144
H 1.67729 -1.09431 3.65944
H 3.02529 -2.45171 0.33294
H 3.32959 -1.24221 1.56574
H 2.77389 -0.75891 -0.02976

---

Stability, lowest: run a